The following is a quantum chemistry calculation of C5H8N2 in the gas phase, from the Open Molecules 2025 dataset.

As for the spin multiplicity: 1. For the energy relative to the best compared isomer or geometry (same formula, charge and spin), the calculation gives 146.49 kcal/mol. The HOMO energy is -8.212 eV.

Each line ends with the Löwdin charge.
Positions of all 15 atoms, in Å:
1 C 1.375 -1.010 -0.534  -0.138
2 C 0.352 0.115 -0.533  -0.147
3 C -1.000 -0.172 0.534  -0.197
4 C -1.124 -1.409 0.028  -0.132
5 N -1.291 -2.199 -0.896  0.159
6 N 0.207 0.536 0.860  -0.163
7 C -0.104 1.968 0.970  -0.101
8 H 1.540 -1.504 0.435  0.082
9 H 1.224 -1.767 -1.315  0.064
10 H 2.296 -0.471 -0.795  0.083
11 H -0.946 -1.592 -1.673  0.098
12 H -1.916 0.392 0.381  0.144
13 H -0.820 2.306 0.205  0.082
14 H 0.827 2.521 0.823  0.084
15 H -0.491 2.182 1.970  0.083

***

The following is a quantum chemistry calculation of a molecular structure, C21H26Cl3N5O3S2W, from the Open Molecules 2025 dataset.

As for the total charge: +2. As for the spin multiplicity: 3. For the energy relative to the best compared isomer or geometry (same formula, charge and spin), the calculation gives 7.79 kcal/mol. The HOMO energy (alpha / beta) is -12.964 / -13.658 eV.

Each line ends with the Löwdin spin population.
Positions of all 61 atoms, in Å:
1 W -0.851 0.947 0.554  1.373
2 Cl -6.172 -2.547 4.276  0.003
3 C -5.032 -1.879 3.188  0.009
4 C -4.190 -0.858 3.621  -0.002
5 C -3.276 -0.358 2.724  0.008
6 Cl -2.150 0.916 3.064  0.005
7 C -3.161 -0.840 1.421  -0.001
8 O -2.223 -0.309 0.632  0.061
9 C -4.026 -1.851 1.009  0.007
10 Cl -3.893 -2.423 -0.612  0.002
11 C -4.959 -2.368 1.887  -0.002
12 H -4.261 -0.482 4.632  0.000
13 H -5.627 -3.154 1.564  0.000
14 N -0.573 -0.694 -1.296  0.004
15 C 0.117 -0.137 -2.466  0.000
16 C 0.919 -1.188 -3.272  -0.001
17 C 1.985 -2.097 -2.598  0.000
18 C 3.477 -1.787 -2.845  0.000
19 N 4.027 -0.609 -2.197  0.000
20 C 4.225 -0.468 -0.894  0.000
21 N 4.250 -1.528 -0.084  0.000
22 N 4.403 0.755 -0.402  0.000
23 C 0.868 1.118 -1.995  0.009
24 O 1.722 1.661 -2.662  0.024
25 O 0.458 1.569 -0.846  0.047
26 H -0.043 -1.485 -0.941  0.002
27 H -1.495 -1.053 -1.526  0.001
28 H -0.637 0.253 -3.157  0.000
29 H 1.375 -0.669 -4.117  0.000
30 H 0.157 -1.848 -3.688  0.000
31 H 1.850 -3.092 -3.024  0.000
32 H 1.821 -2.194 -1.519  0.000
33 H 3.640 -1.646 -3.912  0.000
34 H 4.066 -2.655 -2.545  0.000
35 H 3.925 0.251 -2.715  0.000
36 H 4.344 -2.453 -0.466  0.000
37 H 4.411 -1.415 0.905  0.000
38 H 4.247 1.557 -0.993  0.000
39 H 4.646 0.906 0.559  0.000
40 C 2.392 -1.398 3.448  0.032
41 C 2.563 -0.035 3.237  -0.003
42 C 1.704 0.653 2.388  0.033
43 C 0.673 0.004 1.699  -0.004
44 C 0.524 -1.373 1.932  0.026
45 C 1.363 -2.063 2.797  -0.005
46 H 3.031 -1.933 4.138  0.002
47 H 3.345 0.496 3.767  -0.001
48 H 1.827 1.728 2.297  0.001
49 H -0.278 -1.925 1.451  0.001
50 H 1.196 -3.118 2.973  -0.001
51 S -0.449 3.182 1.526  0.055
52 C -1.517 3.213 0.165  0.101
53 N -1.343 4.037 -0.871  0.105
54 C -2.465 4.245 -1.777  0.012
55 C -3.727 3.933 -0.984  0.015
56 S -3.228 2.699 0.272  0.071
57 H -0.515 4.612 -0.922  0.003
58 H -2.374 3.592 -2.649  0.005
59 H -2.470 5.277 -2.125  0.001
60 H -4.529 3.534 -1.598  0.000
61 H -4.088 4.796 -0.427  0.002

***

The following is a quantum chemistry calculation of a molecular structure, C18H31F5N2O6PPbS2, from the Open Molecules 2025 dataset.

As for the total charge: +1. As for the spin multiplicity: 1. The HOMO energy is -9.642 eV.

Each line ends with the Löwdin charge.
Positions of all 66 atoms, in Å:
1 C 6.615 1.509 0.357  -0.106
2 C 5.651 0.419 -0.141  -0.253
3 C 4.152 0.763 0.009  -0.224
4 C 3.807 2.258 -0.081  -0.209
5 C 2.262 2.389 -0.023  -0.185
6 C 1.630 2.452 -1.437  -0.162
7 C 0.684 1.303 -1.802  -0.127
8 C -0.272 0.845 -0.716  -0.363
9 O -1.402 1.610 -0.531  -0.160
10 P -2.560 0.633 0.239  0.547
11 O -2.798 1.865 1.373  -0.316
12 C -2.944 1.443 2.705  -0.308
13 C -1.641 1.492 3.493  -0.235
14 C -0.969 2.879 3.487  -0.085
15 S -4.234 1.441 -1.020  0.711
16 O -3.997 1.361 -2.437  -0.321
17 O -4.558 2.781 -0.627  -0.293
18 C -5.784 0.467 -0.552  -0.512
19 F -6.809 1.093 -1.125  0.139
20 F -5.978 0.527 0.764  0.129
21 C -5.823 -1.008 -1.038  -0.575
22 F -7.106 -1.399 -1.064  0.166
23 F -5.175 -1.833 -0.209  0.150
24 F -5.334 -1.154 -2.263  0.171
25 O -2.219 -0.623 -0.904  -0.302
26 C -0.859 -0.537 -1.255  -0.335
27 C -0.209 -1.791 -0.611  -0.159
28 C 0.469 -2.695 -1.673  -0.462
29 S -0.602 -4.133 -2.079  0.996
30 C 0.115 -5.376 -1.027  -0.725
31 N 1.077 -6.111 -1.451  -0.199
32 N 1.436 -6.933 -0.399  0.127
33 C 0.675 -6.649 0.542  -0.065
34 O -0.218 -5.647 0.191  0.148
35 H 6.200 2.105 1.160  0.064
36 H 7.516 1.033 0.735  0.068
37 H 6.895 2.144 -0.478  0.073
38 H 5.828 -0.477 0.456  0.090
39 H 5.865 0.151 -1.174  0.095
40 H 3.763 0.385 0.953  0.105
41 H 3.572 0.276 -0.786  0.095
42 H 4.173 2.748 0.815  0.101
43 H 4.208 2.707 -0.984  0.112
44 H 1.914 1.543 0.565  0.083
45 H 1.979 3.291 0.511  0.109
46 H 2.458 2.406 -2.146  0.100
47 H 1.179 3.426 -1.593  0.116
48 H 0.049 1.641 -2.623  0.134
49 H 1.211 0.426 -2.184  0.104
50 H 0.191 0.527 0.219  0.114
51 H -1.641 -0.015 1.154  0.072
52 H -3.558 -0.263 0.777  0.052
53 H -3.640 2.140 3.178  0.128
54 H -3.393 0.447 2.816  0.105
55 H -0.949 0.782 3.035  0.079
56 H -1.820 1.135 4.505  0.104
57 H -1.589 3.620 2.990  0.075
58 H -0.034 2.833 2.934  0.056
59 H -0.725 3.178 4.501  0.064
60 H -0.831 -0.623 -2.348  0.141
61 H -1.012 -2.379 -0.176  0.105
62 H 0.480 -1.546 0.196  0.123
63 H 1.460 -3.018 -1.329  0.060
64 H 0.614 -2.090 -2.568  0.079
65 H 0.646 -7.061 1.533  0.167
66 Pb 1.909 -5.110 -3.341  1.423

***

The following is a quantum chemistry calculation of a molecular structure, C10H10BrF5OPdTe, from the Open Molecules 2025 dataset.

As for the spin multiplicity: 5. For the energy relative to the best compared isomer or geometry (same formula, charge and spin), the calculation gives 44.92 kcal/mol. The HOMO energy (alpha / beta) is -8.813 / -8.803 eV.

Each line ends with the Löwdin spin population.
Positions of all 29 atoms, in Å:
1 C -1.786 -0.602 -2.035  0.013
2 C -1.659 -1.206 -0.785  0.130
3 C -1.447 -0.197 0.150  0.011
4 H -1.582 -2.273 -0.602  0.006
5 C -1.438 1.029 -0.510  0.094
6 C -1.650 0.774 -1.860  0.083
7 H -1.676 1.537 -2.618  0.008
8 H -1.915 -1.135 -2.960  0.004
9 H -1.162 -0.365 1.189  -0.001
10 H -1.178 1.992 -0.072  0.006
11 Pd -0.069 -0.164 -1.250  0.553
12 Br 1.285 -2.990 -0.895  0.803
13 C 1.971 0.668 -2.881  0.233
14 C 0.829 1.401 -3.366  0.345
15 C -0.054 0.455 -3.972  0.066
16 H 0.791 2.489 -3.413  0.013
17 C 0.494 -0.863 -3.829  0.259
18 C 1.749 -0.733 -3.172  0.295
19 H 2.349 -1.570 -2.850  0.006
20 H 2.805 1.126 -2.369  0.009
21 H -0.872 0.721 -4.649  -0.002
22 H 0.104 -1.801 -4.213  0.008
23 F 0.910 1.371 1.706  0.002
24 Te 1.931 -0.257 2.277  0.006
25 F 1.606 0.370 4.040  0.001
26 F 3.573 0.823 2.402  0.004
27 F 2.799 -1.789 3.167  0.007
28 F 0.134 -1.119 2.525  0.004
29 O 1.662 -0.211 -1.043  1.033

***

The following is a quantum chemistry calculation of C5H5ClINO2S in the gas phase, from the Open Molecules 2025 dataset.

As for the spin multiplicity: 1. For the energy relative to the best compared isomer or geometry (same formula, charge and spin), the calculation gives 0.00 kcal/mol. The HOMO energy (alpha / beta) is -8.555 / -8.556 eV.

Each line ends with the Löwdin charge.
Positions of all 16 atoms, in Å:
1 C 2.103 1.800 -0.157  -0.931
2 C -0.813 0.316 -0.295  -0.400
3 C 0.531 0.345 -1.030  -0.046
4 C 1.837 -0.753 0.802  -1.099
5 C -2.829 -0.895 0.102  -0.104
6 N 1.227 1.488 -0.964  0.016
7 O -1.132 1.159 0.567  0.069
8 O -1.671 -0.727 -0.661  -0.086
9 S 2.780 0.632 1.161  0.765
10 Cl 3.041 3.286 -0.124  0.635
11 I 2.578 -2.473 -0.114  0.743
12 H 0.604 -0.358 -1.859  0.122
13 H 1.251 -0.993 1.694  -0.021
14 H -2.552 -0.762 1.241  0.132
15 H -3.309 -1.886 -0.255  0.118
16 H -3.645 -0.179 -0.108  0.087

***

The following is a quantum chemistry calculation of a molecular structure, C20H35ClN5O4PS3W, from the Open Molecules 2025 dataset.

As for the total charge: +2. As for the spin multiplicity: 1. The HOMO energy (alpha / beta) is -13.517 / -13.802 eV.

Each line ends with the Löwdin charge.
Positions of all 70 atoms, in Å:
1 W 0.985 0.104 0.318  1.321
2 C 0.548 -4.057 -1.447  0.023
3 C 0.650 -2.605 -1.160  -0.222
4 N 0.330 -2.042 -0.048  -0.131
5 N -0.379 -2.767 0.877  0.055
6 C -1.048 -1.987 1.637  -0.693
7 N -1.876 -2.425 2.582  0.145
8 S -0.942 -0.193 1.441  0.715
9 C 1.028 -1.648 -2.211  -0.222
10 C 1.450 -2.033 -3.466  0.043
11 C 1.626 -1.052 -4.438  0.015
12 C 1.351 0.267 -4.133  0.003
13 C 0.968 0.587 -2.840  -0.091
14 N 0.818 -0.348 -1.902  -0.033
15 H 1.559 -4.475 -1.460  0.121
16 H 0.104 -4.233 -2.424  0.100
17 H -0.024 -4.565 -0.678  0.084
18 H -1.997 -3.419 2.702  0.137
19 H -2.457 -1.798 3.110  0.111
20 H 1.639 -3.072 -3.692  0.132
21 H 1.970 -1.327 -5.426  0.135
22 H 1.458 1.053 -4.867  0.132
23 H 0.782 1.610 -2.537  0.129
24 O 3.960 0.020 -2.123  -0.349
25 Cl 3.609 0.473 -0.810  0.885
26 O 4.729 0.760 0.031  -0.370
27 O 0.461 1.694 0.073  -0.446
28 O 2.840 -0.781 -0.142  -0.607
29 S -2.758 0.355 -0.781  0.597
30 C -4.008 -0.699 -1.148  -1.133
31 N -4.427 -0.998 -2.372  -0.050
32 C -5.703 -1.710 -2.479  -0.196
33 C -5.842 -2.491 -1.178  -0.391
34 S -4.968 -1.481 0.068  0.949
35 H -4.042 -0.497 -3.158  0.146
36 H -5.684 -2.376 -3.340  0.130
37 H -6.512 -0.987 -2.604  0.132
38 H -5.374 -3.471 -1.235  0.085
39 H -6.881 -2.603 -0.880  0.089
40 C -0.146 1.888 4.059  -0.105
41 C 0.930 0.798 4.097  -0.531
42 C 0.351 -0.580 4.448  -0.108
43 P 2.092 0.790 2.652  1.035
44 C 2.601 2.570 2.631  -0.509
45 C 3.531 2.947 3.791  -0.080
46 C 3.120 3.154 1.320  -0.107
47 C 3.362 -0.427 3.247  -0.495
48 C 4.832 -0.012 3.153  -0.077
49 C 3.150 -1.820 2.632  -0.118
50 H -0.930 1.642 4.776  0.094
51 H -0.618 1.990 3.079  0.049
52 H 0.245 2.862 4.344  0.083
53 H 1.631 1.066 4.895  0.104
54 H -0.711 -0.612 4.212  0.041
55 H 0.438 -0.759 5.519  0.101
56 H 0.835 -1.415 3.944  0.055
57 H 1.630 3.035 2.829  0.089
58 H 4.567 2.730 3.542  0.076
59 H 3.290 2.451 4.731  0.078
60 H 3.454 4.021 3.961  0.099
61 H 4.160 2.883 1.147  0.072
62 H 3.068 4.241 1.389  0.100
63 H 2.522 2.861 0.458  0.032
64 H 3.108 -0.490 4.309  0.109
65 H 5.092 0.383 2.174  0.056
66 H 5.444 -0.899 3.320  0.098
67 H 5.101 0.713 3.916  0.071
68 H 3.748 -1.934 1.731  0.070
69 H 2.107 -2.037 2.370  0.036
70 H 3.465 -2.578 3.349  0.100

***

The following is a quantum chemistry calculation of C7H12 in the gas phase, from the Open Molecules 2025 dataset.

The SMILES is CC[C@H]1C[C@H]2C[C@@H]12. As for the spin multiplicity: 1. For the energy relative to the best compared isomer or geometry (same formula, charge and spin), the calculation gives 80.56 kcal/mol. The HOMO energy is -8.144 eV.

Each line ends with the Löwdin charge.
Positions of all 19 atoms, in Å:
1 C 2.474 0.327 -0.821  -0.119
2 C 1.157 -0.448 -0.718  -0.228
3 C 0.254 -0.142 0.525  -0.229
4 C -0.785 1.242 0.869  -0.036
5 C -1.942 0.268 0.895  -0.248
6 C -2.100 -0.395 -0.422  -0.085
7 C -1.050 -0.896 0.545  -0.241
8 H 3.078 -0.004 -1.677  0.070
9 H 3.085 0.195 0.080  0.070
10 H 2.290 1.399 -0.949  0.069
11 H 0.601 -0.349 -1.663  0.104
12 H 1.396 -1.529 -0.654  0.116
13 H 0.865 -0.211 1.414  0.121
14 H -0.177 1.427 0.009  0.075
15 H -0.561 1.673 1.842  0.094
16 H -2.706 0.246 1.670  0.133
17 H -2.943 -1.069 -0.544  0.103
18 H -1.838 0.175 -1.312  0.106
19 H -1.098 -1.909 0.911  0.125

***

The following is a quantum chemistry calculation of a molecular structure, CrH12O6, from the Open Molecules 2025 dataset.

As for the total charge: +2. As for the spin multiplicity: 5. For the energy relative to the best compared isomer or geometry (same formula, charge and spin), the calculation gives 11.20 kcal/mol. The HOMO energy (alpha / beta) is -15.805 / -20.310 eV.

Each line ends with the Löwdin spin population.
Positions of all 19 atoms, in Å:
1 Cr -0.211 0.138 -0.093  3.747
2 O -1.915 -0.104 1.060  0.030
3 H -2.205 -0.902 1.464  0.002
4 H -2.600 0.465 1.387  0.002
5 O 0.428 -1.718 0.839  0.045
6 H -0.104 -2.440 1.268  0.004
7 H 1.302 -2.108 0.638  0.003
8 O -0.656 2.073 -0.832  0.056
9 H -0.968 2.628 -0.083  0.003
10 H -0.111 2.608 -1.411  0.004
11 O 0.973 0.850 1.526  0.030
12 H 1.926 0.800 1.600  0.002
13 H 0.680 0.626 2.421  0.002
14 O -0.853 -1.095 -1.595  0.035
15 H -0.441 -1.945 -1.496  0.003
16 H -0.477 -0.791 -2.434  0.003
17 O 1.513 0.246 -1.094  0.022
18 H 1.943 1.043 -1.371  0.002
19 H 1.780 -0.377 -1.799  0.002

***

Max |F|: 0.019, 0.034, 0.060, 0.150, 0.069, 0.020, 0.065, 0.044 (Eh/bohr)